Here is a cluster of 3 separate species, C15H33BNO8S in total in a non-equilibrium geometry from the OMol25 dataset. Energies are from the ωB97M-V functional and the def2-TZVPD basis.

Each line ends with the natural charge from an NBO analysis.
Positions of all 59 atoms, in Å:
S 0.58092 1.07846 2.92636  -0.156
C -0.76586 0.39231 2.32475  0.270
N -1.83104 -0.16198 2.29953  -0.391
C -2.69703 0.52626 1.24031  0.192
C -3.50604 1.82621 1.70958  -0.081
O -4.15062 1.29017 2.83582  -0.726
B -4.65588 -0.04498 2.35263  0.418
O -3.81781 -0.36537 1.15365  -0.726
H -2.25871 0.55453 0.21539  0.174
H -4.19003 2.00313 0.83205  0.160
H -2.84438 2.71693 1.88154  0.158
H -4.58904 -0.87078 3.24317  -0.137
H -5.82495 0.17040 2.06541  -0.153
C -0.67261 3.63455 -4.01719  -0.250
O -2.06243 3.39769 -3.94413  -0.541
C -2.77260 3.79626 -5.10611  -0.091
C -3.80025 2.75084 -5.51484  -0.083
O -3.26014 1.53822 -6.02818  -0.546
C -2.57752 0.67928 -5.11623  -0.081
C -3.45259 0.04503 -4.04639  -0.093
O -3.84462 0.99746 -3.07380  -0.547
C -5.19178 0.86359 -2.65776  -0.256
H -0.45468 4.68792 -3.81464  0.166
H -0.18658 3.01958 -3.25864  0.197
H -0.26546 3.34764 -4.99374  0.161
H -2.09066 3.97699 -5.94574  0.166
H -3.28878 4.73385 -4.87235  0.174
H -4.38491 3.17486 -6.33750  0.178
H -4.50916 2.55342 -4.71085  0.191
H -1.71492 1.18269 -4.67986  0.183
H -2.17714 -0.13059 -5.73342  0.180
H -2.87627 -0.73229 -3.52989  0.182
H -4.32277 -0.42124 -4.52179  0.169
H -5.86071 0.71002 -3.51305  0.150
H -5.48447 1.79113 -2.16570  0.194
H -5.28894 0.03812 -1.94733  0.198
C 4.80949 0.32155 2.11584  -0.249
O 4.74150 -0.60601 3.17894  -0.556
C 3.41197 -0.99914 3.50473  -0.104
C 3.32135 -2.49970 3.73579  -0.084
O 3.48056 -3.30404 2.56951  -0.539
C 4.77011 -3.35860 1.97224  -0.081
C 5.84136 -4.04763 2.80483  -0.093
O 6.23597 -3.24444 3.90779  -0.545
C 6.42969 -3.97508 5.09990  -0.249
H 4.57434 1.32853 2.47344  0.171
H 5.82915 0.31217 1.72570  0.179
H 4.13428 0.04749 1.29789  0.172
H 2.70959 -0.71462 2.71655  0.200
H 3.12889 -0.47566 4.42337  0.179
H 2.31031 -2.71168 4.09479  0.195
H 3.99702 -2.82355 4.52807  0.172
H 5.09121 -2.36836 1.64826  0.186
H 4.63678 -3.94892 1.06057  0.182
H 6.73041 -4.20510 2.18136  0.170
H 5.46762 -5.02274 3.13585  0.171
H 5.62069 -4.69503 5.26402  0.166
H 6.42280 -3.26827 5.93026  0.191
H 7.39540 -4.49143 5.07922  0.163

Results
- frontier orbital gap (eV) = 6.43
- maximum force (eV Å⁻¹) = 4.7
- molar mass (g/mol) = 398.31
- E (Eh) = -1670.9457
- charge = -1

***

Here is a structure of composition C15H33CaN5O5 in a non-equilibrium geometry from the OMol25 dataset. Energies are from the ωB97M-V functional and the def2-TZVPD basis.

Each line ends with the natural charge from an NBO analysis.
Positions of all 59 atoms, in Å:
Ca -0.71025 0.44048 -0.33859  1.750
C 0.43685 -1.61162 4.43021  -0.419
N -0.49575 -0.94212 3.54911  -0.376
C -1.89035 -1.06612 3.92751  -0.422
C -0.16985 -0.29352 2.43791  0.676
O -0.99395 0.29148 1.73471  -0.745
C 1.30715 -0.27542 2.02631  -0.164
O 1.45325 0.24418 0.72231  -0.558
C 2.14295 1.47008 0.60001  -0.163
C 1.15425 2.62758 0.45121  0.673
O 0.01265 2.38568 0.04411  -0.763
N 1.55965 3.85528 0.75291  -0.373
C 0.60375 4.94918 0.67081  -0.420
C 2.91425 4.20338 1.13921  -0.425
H 0.08045 -1.52782 5.45581  0.238
H 1.42695 -1.16912 4.38371  0.212
H 0.50625 -2.67322 4.18431  0.215
H -2.07465 -0.54512 4.86741  0.221
H -2.14095 -2.11932 4.05091  0.219
H -2.51815 -0.63442 3.15011  0.239
H 1.69975 -1.30082 2.01801  0.218
H 1.87925 0.31778 2.75061  0.217
H 2.73905 1.40308 -0.32109  0.234
H 2.81805 1.62578 1.44691  0.213
H -0.39975 4.56708 0.85061  0.231
H 0.63295 5.41568 -0.31629  0.221
H 0.84335 5.69328 1.42591  0.227
H 3.64845 3.64528 0.55921  0.215
H 3.08245 4.03188 2.20631  0.218
H 3.06955 5.26328 0.94451  0.243
N -2.84625 1.28398 -0.27359  -0.913
C -3.37915 1.74318 -1.55329  -0.234
C -2.21025 2.08298 -2.47259  -0.242
N -1.34645 0.90308 -2.54349  -0.906
H -3.52615 0.70978 0.21381  0.397
H -2.65965 2.08568 0.32041  0.387
H -4.03485 2.61698 -1.44369  0.212
H -3.95945 0.93408 -2.01029  0.201
H -1.63015 2.90378 -2.04039  0.202
H -2.59175 2.38668 -3.45839  0.210
H -0.57025 1.08478 -3.17559  0.390
H -1.88245 0.13928 -2.95619  0.377
O 0.65085 -1.02222 -1.60699  -0.775
C -0.00735 -1.89532 -0.99459  0.763
O -0.97635 -1.69402 -0.27459  -0.741
C 0.50405 -3.35582 -1.21729  -0.168
N 1.67355 -3.19812 -2.12059  -0.541
C 1.35825 -3.83502 -3.42349  -0.228
C -0.16515 -3.84752 -3.45239  -0.421
C -0.51845 -4.17732 -2.00449  -0.411
H 0.76895 -3.80732 -0.26169  0.249
H 2.56625 -3.50422 -1.73609  0.439
H 1.64565 -2.11812 -2.20789  0.473
H 1.75495 -4.85112 -3.44499  0.229
H 1.79785 -3.25812 -4.23439  0.238
H -0.55465 -4.57622 -4.15629  0.260
H -0.55265 -2.86532 -3.72429  0.213
H -0.39115 -5.24192 -1.81219  0.234
H -1.53565 -3.89832 -1.73939  0.256

Results
- frontier orbital gap (eV) = 10.36
- maximum force (eV Å⁻¹) = 2.2
- molar mass (g/mol) = 403.54
- E (Eh) = -1918.6463
- charge = +2

***

Here is a structure of composition C15H33ClCuN2O7 in a non-equilibrium geometry from the OMol25 dataset. Energies are from the ωB97M-V functional and the def2-TZVPD basis.

Each line ends with the natural charge from an NBO analysis.
Positions of all 59 atoms, in Å:
Cu 32.46424 -17.82743 8.88863  0.933
Cl 32.94558 -19.54203 6.59616  2.583
O 31.53601 -19.55105 6.39195  -0.895
O 33.49571 -20.86655 6.47996  -0.863
O 33.50856 -18.68702 5.60926  -0.869
O 33.24584 -19.03429 7.92832  -0.908
C 32.44110 -14.96276 9.59579  -0.689
C 33.82915 -15.26540 10.19093  0.159
C 34.01525 -14.36500 11.47833  -0.400
C 33.16324 -14.88683 12.61786  -0.403
C 33.37125 -16.40427 12.92917  -0.382
C 33.29587 -17.33158 11.69389  0.149
N 33.97959 -16.68947 10.55368  -0.270
O 34.20878 -17.56568 9.42723  -0.863
C 31.81621 -17.79552 11.44667  -0.670
C 34.09011 -18.56698 12.25792  -0.606
C 34.88507 -14.70837 9.17649  -0.590
H 31.64937 -15.13201 10.32560  0.184
H 32.22428 -15.68661 8.81022  0.261
H 32.43197 -13.95023 9.19228  0.183
H 33.76403 -13.34838 11.17590  0.187
H 35.05736 -14.23335 11.76951  0.192
H 32.11127 -14.66767 12.43506  0.187
H 33.38999 -14.31514 13.51779  0.187
H 32.49895 -16.68458 13.51959  0.188
H 34.24525 -16.52842 13.56856  0.193
H 31.04347 -17.02795 11.48953  0.163
H 31.40961 -18.55933 12.10954  0.184
H 31.78198 -18.32264 10.49323  0.253
H 33.86374 -18.75274 13.30785  0.183
H 35.14491 -18.40774 12.03398  0.228
H 33.82776 -19.49180 11.74413  0.195
H 34.95533 -13.62066 9.18525  0.180
H 34.56766 -14.96672 8.16624  0.204
H 35.91920 -14.98378 9.38340  0.213
C 32.91279 -15.76424 6.17527  -0.260
O 32.24879 -16.40439 7.22646  -0.564
C 30.91931 -16.74873 6.76953  -0.079
C 30.22310 -17.65539 7.73975  -0.292
N 30.42315 -17.15010 9.10436  -0.668
C 29.76695 -18.12464 10.04948  -0.269
C 30.24269 -19.57625 10.02760  -0.087
O 31.67455 -19.66266 9.99247  -0.583
C 32.12951 -21.01572 9.78043  -0.253
H 32.42775 -14.91992 5.68541  0.155
H 33.12047 -16.46458 5.36626  0.202
H 33.92639 -15.49811 6.47509  0.202
H 30.94524 -17.29321 5.82562  0.207
H 30.37709 -15.82775 6.55535  0.161
H 30.58669 -18.67929 7.65280  0.267
H 29.15758 -17.65369 7.51003  0.159
H 29.80214 -16.40175 9.37717  0.368
H 28.68611 -18.03909 9.93733  0.173
H 30.05322 -17.77034 11.03974  0.231
H 29.76308 -20.11981 9.21359  0.183
H 29.83886 -20.10010 10.89398  0.177
H 31.83388 -21.21014 8.74947  0.202
H 31.75225 -21.68148 10.55668  0.165
H 33.21728 -20.98332 9.84217  0.222

Results
- frontier orbital gap (eV) = 4.81
- maximum force (eV Å⁻¹) = 5.7
- molar mass (g/mol) = 452.43
- relative energy (zero: lowest compared OMol25 entry of this formula, charge and spin) (kcal/mol) = 135.8
- E (Eh) = -3327.6688
- charge = -1

***

Here is a structure of composition C15H33F2N2O3Si2 in a non-equilibrium geometry from the OMol25 dataset. Energies are from the ωB97M-V functional and the def2-TZVPD basis.

Each line ends with the natural charge from an NBO analysis.
Positions of all 57 atoms, in Å:
C 4.31967 1.66138 2.77210  -0.602
C 4.15966 3.01303 2.07256  -0.222
C 5.13944 3.12844 0.90456  -0.602
C 2.71204 3.17673 1.55121  -0.384
C 2.12371 4.58312 1.80577  -0.905
Si 0.76739 5.05672 0.60572  1.448
O -0.74927 5.12452 1.31554  -1.222
Si -1.45570 3.91986 2.14076  1.580
N -2.44085 2.93561 0.97056  -0.888
C -3.79109 2.74268 1.41804  0.981
O -4.76813 3.26165 1.02475  -0.455
F -3.79900 1.84158 2.42723  -0.331
C -1.94674 1.76190 0.44933  0.989
O -2.50964 1.00086 -0.25463  -0.584
F -0.66864 1.55375 0.78967  -0.328
H 5.36808 1.38022 2.88916  0.215
H 3.85800 1.67060 3.76337  0.210
H 3.81436 0.88109 2.19287  0.193
H 4.33011 3.83138 2.77935  0.198
H 4.98852 4.06465 0.35744  0.206
H 6.17828 3.11277 1.24014  0.216
H 4.98097 2.30280 0.20396  0.199
H 2.67937 2.93988 0.48202  0.199
H 2.06682 2.45117 2.06060  0.198
H 1.76186 4.62290 2.83848  0.241
H 2.90985 5.33965 1.70225  0.247
H 0.70117 4.04363 -0.47914  -0.227
H 1.04761 6.36062 -0.01759  -0.184
H -0.47983 3.06708 2.82992  -0.196
H -2.45348 4.44601 3.07761  -0.184
C -1.68685 -5.71250 -3.92660  -0.612
C -1.39751 -5.56559 -2.43085  -0.438
C -2.13824 -4.44102 -1.71404  -0.203
N -1.48128 -3.07791 -1.73108  -0.210
C -1.23149 -2.61617 -3.12570  -0.404
C -2.39526 -2.09579 -1.01465  -0.213
C -1.96865 -2.15846 0.43542  -0.423
C -0.44572 -2.23265 0.32866  -0.428
C -0.18857 -3.08370 -0.91818  -0.213
H -1.18843 -4.96456 -4.54037  0.203
H -1.34160 -6.68495 -4.27332  0.238
H -2.75820 -5.65378 -4.12499  0.214
H -0.32136 -5.50246 -2.25376  0.215
H -1.72326 -6.48440 -1.94042  0.242
H -2.25242 -4.67954 -0.65746  0.224
H -3.13262 -4.31056 -2.14127  0.223
H -2.14387 -2.72729 -3.70696  0.233
H -0.43088 -3.20511 -3.56172  0.229
H -0.93453 -1.57101 -3.09276  0.232
H -2.20897 -1.10661 -1.42625  0.245
H -3.42901 -2.37660 -1.19963  0.234
H -2.37787 -3.04294 0.92622  0.215
H -2.30870 -1.28427 0.98349  0.260
H 0.01442 -2.66887 1.21229  0.245
H -0.02696 -1.23469 0.19799  0.230
H 0.05071 -4.11409 -0.67351  0.228
H 0.60260 -2.68077 -1.54415  0.230

Results
- frontier orbital gap (eV) = 10.21
- maximum force (eV Å⁻¹) = 1.4
- molar mass (g/mol) = 383.61
- E (Eh) = -1705.1976
- charge = +1

***

Here is a cluster of 6 separate species, C15H33F3O8S in total in a non-equilibrium geometry from the OMol25 dataset. Energies are from the ωB97M-V functional and the def2-TZVPD basis.

Each line ends with the natural charge from an NBO analysis.
Positions of all 60 atoms, in Å:
O 0.11289 0.45131 -0.19976  -0.829
H -0.03054 1.40035 -0.21822  0.554
H 0.38538 0.32840 0.71251  0.536
H 0.93498 0.31241 -0.67565  0.564
C -1.36852 5.25207 0.08661  -0.616
C -0.96696 3.84235 0.48180  0.095
C -2.13581 3.04371 0.98689  -0.634
O -0.13344 3.28539 -0.49902  -0.952
H -2.04664 5.45310 -0.74275  0.175
H -0.46784 5.85383 -0.03487  0.200
H -1.88206 5.71621 0.92861  0.157
H -0.41472 3.92397 1.41800  0.104
H -2.79237 2.72525 0.17720  0.173
H -2.71388 3.43574 1.82370  0.179
H -1.70454 2.08997 1.29104  0.191
C 3.56381 -1.33470 -3.07224  -0.631
C 2.97771 -1.21941 -1.61296  0.124
C 3.78665 -1.87838 -0.39785  -0.636
O 2.56203 0.14305 -1.40113  -0.967
H 2.83641 -1.01507 -3.81844  0.199
H 3.86142 -2.36601 -3.26182  0.155
H 4.48848 -0.76428 -3.16008  0.188
H 2.08715 -1.84746 -1.58946  0.081
H 4.59396 -1.28361 0.02948  0.213
H 4.09132 -2.88393 -0.68791  0.156
H 3.10373 -2.16617 0.40146  0.196
C 2.63380 -0.86519 3.85307  0.705
F 1.53455 -0.92609 4.60957  -0.343
F 3.67946 -0.96679 4.67625  -0.335
F 2.69713 -1.96128 3.06965  -0.339
S 2.60210 0.73082 2.76679  2.320
O 3.81277 0.60946 1.94016  -0.952
O 1.32843 0.66203 2.01565  -1.030
O 2.72349 1.81635 3.73098  -0.981
C -1.51236 -1.81382 3.00271  -0.443
C -2.81075 -1.36099 2.26762  -0.420
C -2.89149 -2.23646 1.02833  -0.082
O -1.48287 -2.29296 0.68592  -0.541
C -0.70653 -2.32005 1.90615  -0.081
H -1.66295 -2.63279 3.70607  0.186
H -1.04576 -0.96328 3.49968  0.238
H -2.72217 -0.29327 2.06705  0.226
H -3.69162 -1.47753 2.89897  0.190
H -3.54420 -1.69942 0.34011  0.191
H -3.17499 -3.28380 1.13232  0.157
H 0.13385 -1.66523 1.67580  0.215
H -0.37293 -3.33077 2.14122  0.159
C -1.49697 -1.44059 -2.87038  -0.442
C -2.29103 -0.19071 -2.46186  -0.439
C -1.57116 1.06328 -3.04850  -0.082
O -0.22696 0.52064 -3.35043  -0.515
C -0.35456 -0.83738 -3.71577  -0.064
H -2.06994 -2.16436 -3.45000  0.181
H -1.05984 -2.03419 -2.06747  0.231
H -2.41002 -0.03110 -1.39020  0.222
H -3.29432 -0.17363 -2.88756  0.181
H -1.43376 1.96982 -2.45910  0.248
H -2.01961 1.33303 -4.00465  0.130
H 0.60552 -1.30979 -3.50798  0.210
H -0.63275 -0.93182 -4.76543  0.125

Results
- frontier orbital gap (eV) = 5.52
- maximum force (eV Å⁻¹) = 4.3
- molar mass (g/mol) = 430.48
- relative energy (zero: lowest compared OMol25 entry of this formula, charge and spin) (kcal/mol) = 0.0
- E (Eh) = -1890.9208
- charge = -2

***

Here is a cluster of 6 separate species, C15H33IO5SSi in total from the OMol25 dataset. Energies are from the ωB97M-V functional and the def2-TZVPD basis.

Each line ends with the natural charge from an NBO analysis.
Positions of all 56 atoms, in Å:
S -0.74341 1.74079 -0.00167  -0.447
Si -0.40475 -0.37575 0.01027  0.760
I 0.23767 -1.04395 -2.28286  -0.252
H -1.97665 1.79437 0.49919  0.168
H -1.61884 -1.10504 0.37660  -0.107
H 0.75570 -0.69558 0.84891  -0.127
C -5.45688 -3.24284 -1.05297  -0.721
C -4.39628 -2.22571 -0.71104  0.604
C -4.46544 -0.90037 -1.43226  -0.720
O -3.53096 -2.46308 0.09821  -0.554
H -5.29613 -4.14695 -0.47277  0.235
H -6.44603 -2.84066 -0.82950  0.230
H -5.41443 -3.48302 -2.11620  0.232
H -5.41690 -0.40919 -1.22361  0.232
H -4.38639 -1.05050 -2.50981  0.242
H -3.65174 -0.25837 -1.10437  0.225
C -2.88974 1.43033 -6.94082  -0.721
C -2.92579 1.43964 -5.43069  0.597
C -1.59824 1.52353 -4.71798  -0.722
O -3.96748 1.37855 -4.82382  -0.548
H -3.90197 1.36547 -7.32966  0.234
H -2.41913 2.34289 -7.30952  0.229
H -2.31097 0.57636 -7.29583  0.229
H -1.07487 2.43871 -5.00005  0.228
H -0.97504 0.66939 -4.98536  0.232
H -1.76047 1.52023 -3.64358  0.240
C -0.07422 0.65782 4.32081  -0.723
C 1.39015 0.42198 4.03744  0.606
C 2.37723 1.31753 4.74204  -0.725
O 1.75255 -0.44081 3.27317  -0.564
H -0.67591 -0.04767 3.75307  0.230
H -0.27527 0.52660 5.38488  0.233
H -0.34869 1.67599 4.03987  0.232
H 2.27050 1.21289 5.82306  0.229
H 2.19779 2.36002 4.47350  0.243
H 3.38780 1.04725 4.45109  0.241
C 3.60238 -4.26489 0.59912  -0.721
C 3.63018 -4.50870 2.09035  0.598
C 2.49655 -3.91690 2.88945  -0.729
O 4.51643 -5.14177 2.60990  -0.546
H 4.46539 -4.73561 0.13646  0.232
H 2.68980 -4.68014 0.16857  0.227
H 3.62187 -3.19302 0.39580  0.230
H 1.54355 -4.32106 2.54359  0.225
H 2.48197 -2.83139 2.77363  0.252
H 2.62811 -4.15881 3.94063  0.231
C 2.22626 3.11036 0.86523  -0.721
C 3.45192 3.88648 1.28215  0.597
C 4.13587 4.70950 0.21662  -0.721
O 3.86283 3.85243 2.41669  -0.547
H 1.84433 2.56638 1.72444  0.231
H 1.45463 3.78520 0.49683  0.234
H 2.47674 2.39983 0.07522  0.231
H 3.44326 5.45009 -0.18614  0.229
H 4.46464 4.06477 -0.59980  0.230
H 4.99652 5.21643 0.64349  0.236

Results
- frontier orbital gap (eV) = 9.47
- maximum force (eV Å⁻¹) = 0.4
- molar mass (g/mol) = 480.48
- SMILES = S[SiH2]I.CC(C)=O.CC(C)=O.CC(C)=O.CC(C)=O.CC(C)=O
- E (Eh) = -1952.9495

***

no.,LUMO (eV)
1,2.48
2,-4.77
3,2.82
4,-2.24
5,4.67
6,0.23